Entry 1:
{
  "formula": "C40H39N4O5PdSeTe",
  "method": "ωB97M-V with the def2-TZVPD basis set",
  "total_charge": 2,
  "s2": 8.84,
  "homo_ev": [-12.245, -13.337],
  "spin_multiplicity": 6,
  "symbols": ["Te", "Pd", "Se", "O", "O", "O", "O", "O", "N", "N", "N", "N", "C", "C", "C", "C", "C", "C", "C", "C", "C", "C", "C", "C", "C", "C", "C", "C", "C", "C", "C", "C", "C", "C", "C", "C", "C", "C", "C", "C", "C", "C", "C", "C", "C", "C", "C", "C", "C", "C", "C", "C", "H", "H", "H", "H", "H", "H", "H", "H", "H", "H", "H", "H", "H", "H", "H", "H", "H", "H", "H", "H", "H", "H", "H", "H", "H", "H", "H", "H", "H", "H", "H", "H", "H", "H", "H", "H", "H", "H", "H"],
  "coordinates": [[0.526, 0.493, -1.806], [-2.266, 1.290, 1.121], [-1.251, 3.567, 1.446], [-8.481, -1.354, 2.110], [-3.035, -0.541, 0.740], [-7.511, -2.833, 3.487], [-1.891, -0.764, 4.432], [-3.106, 1.276, 3.027], [0.985, 3.554, 3.368], [-0.585, 2.012, 3.806], [-1.661, 0.478, -0.776], [-7.525, -1.696, 2.890], [3.216, -3.538, -0.819], [1.622, 0.735, 6.493], [4.057, 2.709, -6.821], [3.988, -4.768, -0.422], [1.407, 2.764, 4.492], [-3.003, -1.253, 4.429], [-5.351, 1.204, 2.583], [2.386, -0.177, 0.833], [-5.507, -1.263, 4.093], [2.556, -3.412, -2.053], [2.604, 1.723, 6.362], [3.172, 2.491, -5.590], [-2.506, -2.823, -3.380], [2.527, -1.275, -0.199], [-0.263, 3.087, 3.013], [3.197, -2.447, 0.081], [-6.520, 0.474, 2.618], [3.642, 2.546, -4.290], [3.356, 2.243, -1.773], [-4.261, -0.633, 4.012], [-2.414, -1.706, -2.574], [0.421, 1.752, 4.716], [1.696, 4.651, 2.801], [1.823, 2.124, -5.756], [1.610, 1.577, -3.431], [1.277, -1.986, -3.786], [-2.445, -1.855, -1.200], [-2.714, -3.047, -0.555], [1.867, -1.181, -1.450], [2.519, 2.768, 5.358], [2.870, 2.146, -3.195], [0.518, 0.701, 5.644], [1.010, 1.662, -4.711], [-2.310, -0.584, -0.397], [-2.761, -4.160, -1.343], [-4.218, 0.628, 3.218], [-0.394, 1.096, -4.955], [-2.610, -4.105, -2.754], [1.964, -2.178, -2.423], [-6.474, -0.784, 3.230], [-2.511, -5.036, -3.313], [-2.492, -2.724, -4.437], [-2.412, -0.686, -3.000], [-0.266, -0.088, 5.806], [-2.784, -3.091, 0.515], [1.368, -0.055, 1.277], [3.701, -2.577, 1.058], [1.404, 2.188, -6.757], [-5.656, -2.127, 4.705], [1.627, 4.596, 1.698], [-1.113, 1.443, -4.191], [3.301, -5.446, 0.085], [4.691, 2.873, -4.127], [0.188, -1.731, -3.590], [4.044, 1.788, -7.440], [2.791, 4.564, 3.036], [2.669, 1.889, -1.012], [-0.791, 1.427, -5.986], [3.420, 1.787, 7.013], [4.554, -5.271, -1.267], [1.369, -2.887, -4.337], [1.776, -1.172, -4.384], [4.296, 1.655, -1.708], [-1.490, 1.475, 3.695], [-3.153, -2.348, 4.748], [3.605, 3.453, -7.515], [3.731, 3.227, -1.475], [-7.415, 0.725, 2.107], [2.692, 0.771, 0.363], [3.102, -0.411, 1.669], [-0.405, -0.032, -4.965], [1.747, -0.070, 7.206], [2.537, -4.221, -2.748], [1.234, 5.587, 3.089], [4.755, -4.474, 0.313], [-2.943, -5.098, -0.831], [3.171, 3.629, 5.422], [5.100, 3.016, -6.653], [-5.201, 2.065, 1.986]],
  "forces_ev_per_angstrom": [[1.17, -0.36, -1.27], [1.47, 3.44, 0.26], [0.43, -0.51, 0.60], [3.62, -0.65, 2.31], [1.04, -0.99, -2.75], [0.27, 3.42, -1.95], [-1.02, -0.09, -0.21], [-2.15, -1.56, 1.77], [-1.71, -2.50, 2.07], [-0.37, 0.77, -1.08], [-0.58, 0.71, 0.25], [-4.65, -3.25, 0.15], [0.08, 0.67, -0.37], [-0.06, -0.20, -0.93], [-0.79, 0.16, -0.68], [0.82, -0.08, -0.36], [-0.20, -0.91, 0.35], [0.57, -1.73, 1.05], [-1.34, -1.82, 0.34], [0.79, -0.13, 0.66], [2.63, 0.61, -0.09], [0.30, 1.59, 0.66], [-1.26, 2.06, -2.59], [-0.17, -0.27, -0.34], [-0.03, -1.80, 1.28], [-1.42, 0.15, -0.20], [0.83, -1.11, 0.47], [0.30, -0.71, 0.09], [1.35, -0.03, -0.05], [1.08, 0.21, 0.42], [2.11, -0.17, -0.37], [-1.27, 1.71, -1.01], [-0.13, 0.42, -0.57], [0.01, 0.42, -0.69], [1.22, 0.40, -1.37], [-0.30, -0.03, 0.06], [-0.17, 0.35, -0.31], [0.08, 1.32, 1.20], [0.18, 2.11, 1.14], [0.56, 0.47, -0.54], [0.49, 0.39, 0.29], [-0.64, -0.90, 1.18], [-0.77, -0.34, 0.64], [-0.32, 0.02, 0.83], [0.05, -0.76, 0.08], [-2.00, -2.80, 1.04], [-0.19, -1.22, -1.02], [2.64, 0.81, 0.13], [-0.30, 0.11, -1.44], [0.24, 1.31, 0.54], [-0.86, -0.40, -0.12], [-1.05, 0.52, -0.24], [-0.37, 0.34, 0.00], [0.03, -0.07, -0.75], [0.21, -0.70, 0.22], [0.89, 1.14, -0.57], [-0.10, 0.00, 0.22], [0.60, -0.27, -0.45], [-0.28, 0.22, -0.66], [-0.06, -0.18, 0.10], [-0.10, -0.56, -0.13], [-0.01, -0.03, 0.50], [0.27, -0.10, -0.33], [0.17, -0.35, -0.18], [-0.83, -0.17, 0.05], [1.16, -0.39, -0.54], [0.21, 0.30, 0.54], [-1.23, 0.28, 0.09], [-0.14, 0.13, -0.22], [0.62, -0.46, 1.66], [1.00, -0.09, 0.91], [-1.06, 0.53, 0.90], [-0.24, -0.84, -0.65], [-0.55, -0.66, 0.65], [-0.57, -0.09, 0.20], [0.97, 0.48, 0.17], [0.26, 1.17, -0.23], [0.20, -0.23, 0.64], [-0.52, 0.19, -0.26], [-0.55, 0.32, -0.47], [-0.09, -0.30, 0.60], [-0.75, 0.47, -0.67], [0.14, 1.11, 0.04], [0.00, 0.18, 0.13], [0.11, -0.45, -0.41], [0.33, 0.27, 0.31], [-0.30, -0.19, -0.22], [0.15, -0.19, -0.36], [0.35, -0.28, -0.24], [-0.50, -0.22, 0.33], [-0.05, 0.87, -0.21]],
  "lowdin_spin": [0.723, 1.009, 0.628, -0.008, 0.239, 0.095, 0.054, 0.299, 0.024, 0.040, 0.611, 0.009, 0.006, 0.013, 0.003, 0.001, 0.023, 0.014, 0.158, 0.021, -0.017, 0.001, 0.028, 0.014, 0.000, 0.012, 0.022, 0.000, -0.035, 0.006, 0.025, 0.142, 0.012, 0.022, 0.005, 0.004, 0.158, 0.023, 0.014, 0.006, 0.056, -0.004, 0.031, 0.011, 0.025, 0.069, 0.004, 0.087, 0.019, 0.010, 0.014, 0.203, 0.000, 0.000, 0.001, 0.000, 0.001, 0.004, 0.000, 0.001, -0.003, 0.004, 0.006, 0.000, 0.001, 0.014, 0.001, 0.000, 0.021, 0.001, 0.001, 0.000, 0.002, 0.001, 0.000, 0.000, -0.001, 0.001, 0.002, -0.004, 0.006, 0.002, 0.002, 0.000, 0.000, 0.001, 0.000, 0.000, -0.001, 0.000, 0.005]
}

***

Entry 2:
{
  "formula": "C40H39NO2P",
  "method": "ωB97M-V with the def2-TZVPD basis set",
  "total_charge": 1,
  "relative_energy_kcal_mol": 27.2,
  "homo_ev": -10.004,
  "symbols": ["P", "O", "O", "N", "C", "C", "C", "C", "C", "C", "C", "C", "C", "C", "C", "C", "C", "C", "C", "C", "C", "C", "C", "C", "C", "C", "C", "C", "C", "C", "C", "C", "C", "C", "C", "C", "C", "C", "C", "C", "C", "C", "C", "C", "H", "H", "H", "H", "H", "H", "H", "H", "H", "H", "H", "H", "H", "H", "H", "H", "H", "H", "H", "H", "H", "H", "H", "H", "H", "H", "H", "H", "H", "H", "H", "H", "H", "H", "H", "H", "H", "H", "H"],
  "coordinates": [[-0.350, -0.897, -1.638], [3.158, -1.740, -0.399], [2.503, -0.445, -2.202], [-2.545, 2.365, 1.125], [2.662, -0.178, 2.195], [-2.189, -1.539, 0.325], [-3.369, 0.649, 4.317], [-1.994, -0.801, -0.852], [0.933, -0.549, -0.344], [-0.077, 0.265, -3.039], [0.536, 2.454, -3.940], [-2.189, -0.101, 4.351], [-0.380, -2.601, -2.377], [3.281, 1.210, 4.159], [1.629, 0.724, 1.921], [-4.428, -0.649, 0.499], [0.046, 2.094, -5.203], [-0.401, 0.781, -5.397], [0.708, 0.597, 0.751], [5.613, -1.736, -0.038], [4.096, 1.496, 5.398], [1.404, 1.831, 2.759], [4.508, -1.544, -1.055], [-3.659, 3.195, 0.642], [-3.567, 1.520, 3.242], [2.178, 2.034, 3.895], [-1.491, -4.314, -3.715], [-3.025, 0.010, -1.360], [-2.606, 1.538, 2.238], [-3.389, -1.426, 1.015], [0.785, -3.391, -2.351], [0.818, -4.615, -3.025], [-1.199, -0.073, 3.370], [0.579, 1.521, -2.899], [-0.658, 1.092, 1.090], [-0.491, -0.117, -4.334], [-1.538, -3.090, -3.038], [-1.445, 0.727, 2.259], [-4.236, 0.080, -0.675], [-0.310, -5.064, -3.716], [2.274, -0.894, -1.051], [-0.998, 3.050, -0.666], [-1.352, 2.165, 0.465], [3.528, 0.144, 3.264], [-4.296, 2.676, -0.107], [5.506, -2.650, 0.569], [-3.267, 4.120, 0.198], [-4.467, 2.126, 3.152], [-5.374, -0.575, 1.042], [0.030, 2.815, -6.020], [0.796, -1.290, 0.440], [2.778, -1.158, 1.668], [-2.856, 0.614, -2.255], [1.135, 1.769, -1.978], [-0.691, 0.448, -6.388], [-0.263, -6.007, -4.249], [1.169, 1.249, -0.181], [4.251, 2.577, 5.600], [-5.031, 0.723, -1.059], [5.076, 1.002, 5.351], [-2.478, -2.521, -3.021], [5.722, -0.864, 0.627], [-2.376, -4.672, -4.238], [6.587, -1.847, -0.541], [0.546, 2.481, 2.496], [4.460, -0.425, 3.386], [-1.339, 2.620, -1.628], [-3.481, -1.940, 1.977], [4.568, -2.288, -1.874], [-0.298, -0.651, 3.485], [-0.845, -1.138, -4.518], [-4.139, 0.536, 5.086], [4.522, -0.526, -1.498], [-4.299, 3.482, 1.496], [1.898, 2.928, 4.491], [0.092, 3.159, -0.674], [1.742, -5.188, -2.984], [-1.434, 4.053, -0.500], [3.588, 1.094, 6.293], [-1.387, -2.171, 0.727], [-2.071, -0.746, 5.212], [1.669, -3.057, -1.795], [0.905, 3.466, -3.755]],
  "forces_ev_per_angstrom": [[-0.67, 0.13, -0.55], [-0.46, 2.32, -1.75], [-0.73, -1.38, 3.57], [-0.31, 0.24, -0.11], [0.16, 0.10, 0.67], [0.12, 0.05, -0.23], [-0.08, 0.41, -0.97], [-0.11, 0.38, -0.22], [-0.40, -3.87, 1.57], [0.20, 0.32, -0.39], [0.15, -0.24, 0.06], [0.16, -0.59, 0.56], [0.57, -0.20, 0.23], [-0.32, 0.10, -0.45], [0.45, -0.85, 0.15], [0.15, 0.10, 0.14], [-0.13, -0.50, 0.53], [0.08, 0.27, 0.01], [1.60, 3.77, -4.79], [0.34, -0.08, 0.45], [0.40, -0.19, 0.33], [-0.15, -0.19, -0.23], [0.07, -0.47, -0.14], [0.01, 0.05, 0.34], [-0.37, -0.40, 0.14], [-0.55, 0.64, -0.61], [0.39, 0.31, 0.32], [0.46, -0.11, 0.18], [0.19, 0.07, -0.05], [-0.07, -0.33, -0.03], [-0.26, 0.22, -0.06], [-0.20, 0.33, 0.19], [-1.07, 0.09, 0.30], [-0.54, -0.34, 0.17], [-1.27, 1.23, -1.02], [-0.04, 0.02, 0.50], [0.23, 0.32, 0.28], [0.40, 0.85, -0.63], [-0.11, -0.15, -0.13], [0.15, 0.24, 0.16], [1.16, 1.16, -1.86], [0.10, 0.13, -0.06], [0.20, -1.79, 1.20], [0.20, 0.17, 0.43], [0.52, 0.19, 0.45], [-0.21, 0.36, -0.21], [-0.22, -0.32, 0.16], [0.20, -0.12, 0.17], [0.35, -0.02, -0.20], [0.05, -0.22, 0.22], [-0.07, -1.68, -0.62], [0.07, 1.36, 0.38], [-0.08, -0.22, 0.23], [-0.67, -0.10, -0.66], [-0.03, 0.07, 0.11], [-0.07, 0.08, 0.05], [-1.09, 0.79, 3.09], [-0.13, -0.62, -0.39], [0.20, -0.30, 0.08], [-0.22, 0.20, 0.01], [0.49, -0.19, 0.01], [-0.25, -0.37, -0.14], [0.20, 0.07, 0.14], [-0.42, 0.11, -0.12], [0.87, -0.32, 0.46], [-0.58, -0.03, 0.17], [0.16, 0.49, 0.38], [-0.15, 0.18, -0.41], [-0.09, 0.46, 0.45], [0.15, -0.10, -0.02], [0.03, 0.55, 0.07], [0.45, 0.12, -0.21], [0.06, -0.84, 0.35], [0.40, -0.16, -0.44], [0.55, -0.87, -0.09], [-0.20, 0.04, -0.23], [-0.31, -0.03, -0.13], [0.27, -0.53, -0.32], [0.12, 0.09, -0.37], [-0.34, 0.28, -0.12], [0.24, -0.06, -0.01], [-0.39, -0.26, -0.38], [0.05, -0.42, -0.15]],
  "mulliken_charge": [1.624, -0.260, -0.582, 0.169, -0.259, -0.637, -0.786, 0.341, 0.321, 0.898, -0.613, -1.077, 0.256, 0.931, 0.139, -0.581, -0.743, -0.639, 1.195, -1.223, -1.495, -0.190, -0.127, -0.757, -0.929, -0.905, -0.631, 0.185, -0.045, -0.529, -0.251, -0.779, -0.415, -0.660, 0.614, -0.952, -0.565, 0.912, -0.907, -0.528, -1.158, -1.676, 0.705, -1.242, 0.151, 0.317, 0.330, 0.315, 0.385, 0.428, 1.122, 0.478, 0.404, 0.534, 0.445, 0.400, -0.777, 0.360, 0.689, 0.364, 0.423, 0.260, 0.427, 0.424, 0.395, 0.326, 0.058, 0.424, 0.325, 0.602, 0.349, 0.405, 0.347, 0.371, 0.344, 0.407, 0.447, 0.689, 0.288, 0.344, 0.390, 0.407, 0.457]
}

***

no.,M (g mol⁻¹)
1,968.8
2,596.7